Molecular formula: C52H45Br2N6O8P2S2Ta
Method: DFT, ωB97M-V/def2-TZVPD

Positions of all 118 atoms, in Å:
Ta: 0.070 0.446 -0.270
S: 0.232 -0.942 -2.361
C: 0.089 0.200 -3.693
C: 0.038 -0.313 -4.990
C: -0.061 0.525 -6.084
C: -0.114 1.901 -5.893
C: -0.060 2.419 -4.613
C: 0.042 1.580 -3.502
S: 0.104 2.345 -1.916
H: 0.074 -1.389 -5.116
H: -0.098 0.110 -7.082
H: -0.198 2.566 -6.743
H: -0.098 3.490 -4.451
C: 2.919 -2.802 0.554
O: 1.549 -2.548 0.294
C: 0.816 -3.614 -0.119
C: 1.338 -4.850 -0.439
C: 0.461 -5.878 -0.760
Br: 1.174 -7.575 -1.210
C: -0.899 -5.707 -0.705
C: -1.434 -4.466 -0.339
C: -0.572 -3.397 -0.111
O: -0.947 -2.106 0.147
C: -2.891 -4.385 -0.187
N: -3.741 -5.060 -0.913
C: -4.988 -4.737 -0.420
C: -6.255 -5.154 -0.825
C: -7.346 -4.652 -0.144
C: -7.198 -3.753 0.923
C: -5.952 -3.333 1.347
C: -4.857 -3.840 0.657
N: -3.505 -3.647 0.791
H: 3.463 -3.023 -0.367
H: 3.033 -3.628 1.261
H: 3.303 -1.891 0.993
H: 2.403 -5.027 -0.438
H: -1.585 -6.513 -0.918
H: -1.922 -1.911 0.179
H: -6.370 -5.847 -1.648
H: -8.344 -4.958 -0.430
H: -8.082 -3.384 1.426
H: -5.830 -2.647 2.175
H: -3.071 -3.073 1.494
C: 1.188 3.814 3.132
O: -0.118 3.302 2.865
P: -0.545 2.449 1.576
O: -2.066 2.169 2.016
C: -2.455 1.585 3.266
O: -0.801 3.617 0.484
C: -1.358 4.890 0.831
H: 1.101 4.389 4.050
H: 1.531 4.466 2.324
H: 1.904 3.011 3.292
H: -3.488 1.881 3.437
H: -1.829 1.945 4.081
H: -2.395 0.497 3.211
H: -0.559 5.580 1.107
H: -2.063 4.803 1.657
H: -1.871 5.269 -0.049
N: 1.909 0.617 -0.005
P: 3.381 1.186 -0.052
C: 4.051 1.412 1.609
C: 3.342 0.867 2.676
C: 3.811 1.031 3.971
C: 4.982 1.741 4.193
C: 5.686 2.291 3.127
C: 5.222 2.133 1.832
C: 3.504 2.808 -0.849
C: 2.670 3.819 -0.378
C: 2.736 5.084 -0.932
C: 3.635 5.343 -1.958
C: 4.468 4.339 -2.428
C: 4.405 3.067 -1.875
C: 4.476 0.102 -0.999
C: 5.693 -0.370 -0.522
C: 6.440 -1.241 -1.302
C: 5.972 -1.637 -2.547
C: 4.756 -1.163 -3.023
C: 4.004 -0.295 -2.251
H: 2.421 0.335 2.472
H: 3.258 0.617 4.804
H: 5.347 1.872 5.203
H: 6.594 2.851 3.310
H: 5.756 2.573 0.997
H: 1.964 3.593 0.413
H: 2.084 5.870 -0.572
H: 3.684 6.331 -2.396
H: 5.169 4.542 -3.226
H: 5.052 2.281 -2.242
H: 6.050 -0.065 0.454
H: 7.387 -1.615 -0.934
H: 6.557 -2.321 -3.148
H: 4.392 -1.477 -3.993
H: 3.043 0.072 -2.597
N: 0.147 -2.152 2.771
C: 0.150 -0.844 3.124
O: -0.078 0.036 2.217
C: 0.386 -0.539 4.476
C: 0.628 -1.588 5.391
N: 0.837 -2.471 6.105
C: 0.409 0.774 4.982
N: 0.469 1.834 5.436
H: 0.478 -2.844 3.424
H: 0.187 -2.341 1.787
Br: -4.824 4.981 -1.555
C: -5.091 3.218 -0.899
C: -6.383 2.794 -0.631
C: -6.590 1.506 -0.158
C: -5.512 0.667 0.066
C: -4.222 1.113 -0.201
C: -4.002 2.391 -0.705
C: -3.075 0.208 0.081
O: -3.275 -0.842 0.694
O: -1.915 0.551 -0.392
H: -7.216 3.462 -0.797
H: -7.598 1.161 0.031
H: -5.652 -0.336 0.447
H: -2.993 2.714 -0.926

E_tot, Eh: -9623.399015
ΔE to the lowest compared entry with this formula, charge and spin, kJ/mol: 188.2
Multiplicity: 1
Frontier orbital gap, eV: 6.44
Molar mass, g/mol: 1348.8
HOMO energy, eV: -7.624
E_LUMO, eV: -1.19

Atomic partial charges in e from the Mulliken method, atoms 1 to 6:
1. Ta 0.86
2. S -0.30
3. C 0.54
4. C -0.92
5. C -0.63
6. C -0.68


Molecular formula: C22H65O11
Method: DFT, ωB97M-V/def2-TZVPD

Positions of all 98 atoms, in Å:
C: -0.450 -0.190 0.411
C: -0.178 -0.301 -1.084
O: 0.855 0.514 -1.572
H: 0.458 -0.197 1.016
H: -1.099 -0.997 0.765
H: -0.981 0.745 0.626
H: -1.117 -0.118 -1.634
H: 0.084 -1.353 -1.312
C: 1.333 1.834 5.614
C: 1.945 2.135 4.261
O: 1.273 1.348 3.268
H: 1.765 2.509 6.360
H: 1.512 0.794 5.880
H: 0.263 2.036 5.688
H: 2.988 1.795 4.282
H: 1.939 3.187 3.969
H: 1.411 1.803 2.411
C: -3.967 1.139 -0.690
C: -3.967 2.111 0.472
O: -4.887 3.179 0.233
H: -3.151 0.428 -0.565
H: -3.804 1.705 -1.605
H: -4.918 0.607 -0.723
H: -2.975 2.577 0.558
H: -4.122 1.633 1.444
H: -4.954 3.719 1.023
C: 0.622 -3.347 4.154
C: 0.437 -2.120 3.272
O: -0.192 -1.065 3.982
H: 1.009 -4.188 3.569
H: -0.265 -3.712 4.673
H: 1.414 -3.103 4.864
H: -0.160 -2.224 2.362
H: 1.475 -1.845 3.046
H: 0.242 -0.231 3.750
C: -1.802 -3.521 -2.328
C: -2.409 -4.890 -2.101
O: -3.819 -4.742 -1.975
H: -1.905 -2.909 -1.431
H: -2.297 -3.063 -3.182
H: -0.728 -3.590 -2.499
H: -2.024 -5.348 -1.182
H: -2.148 -5.568 -2.921
H: -4.271 -5.579 -2.099
C: 3.774 -0.687 0.733
C: 3.134 -1.828 -0.069
O: 2.931 -1.398 -1.405
H: 4.743 -0.444 0.300
H: 3.867 -0.942 1.795
H: 3.131 0.194 0.706
H: 2.181 -2.125 0.387
H: 3.782 -2.707 -0.053
H: 2.111 -0.858 -1.390
C: -1.834 1.613 -3.951
C: -1.335 2.756 -3.077
O: 0.068 2.865 -2.982
H: -1.541 1.739 -4.991
H: -2.916 1.536 -3.814
H: -1.442 0.675 -3.548
H: -1.758 2.633 -2.070
H: -1.603 3.739 -3.478
H: 0.398 2.108 -2.454
C: 5.251 2.638 -1.664
C: 3.733 2.670 -1.842
O: 3.342 1.738 -2.815
H: 5.701 2.878 -2.632
H: 5.581 1.634 -1.387
H: 5.685 3.289 -0.903
H: 3.412 3.698 -2.053
H: 3.306 2.443 -0.858
H: 2.662 1.184 -2.399
C: 1.213 -2.744 -4.316
C: 0.515 -1.447 -4.709
O: 1.366 -0.368 -4.406
H: 0.640 -3.674 -4.395
H: 1.459 -2.670 -3.254
H: 2.099 -2.846 -4.942
H: -0.418 -1.358 -4.142
H: 0.282 -1.447 -5.774
H: 1.150 -0.053 -3.511
C: -3.603 -1.219 2.626
C: -3.326 -2.616 3.204
O: -4.558 -3.323 3.291
H: -4.003 -1.336 1.618
H: -2.675 -0.647 2.573
H: -4.286 -0.645 3.250
H: -2.957 -2.482 4.225
H: -2.565 -3.087 2.578
H: -4.392 -4.264 3.201
C: 1.211 4.579 1.153
C: 0.765 3.472 0.221
O: 1.395 2.263 0.664
H: 2.297 4.593 1.266
H: 0.807 4.457 2.163
H: 0.896 5.566 0.811
H: 0.973 3.740 -0.814
H: -0.311 3.309 0.339
H: 1.229 1.610 -0.055

E_tot, Eh: -1704.820961
ΔE to the lowest compared entry with this formula, charge and spin, kJ/mol: 0.0
Multiplicity: 1
Frontier orbital gap, eV: 8.09
Molar mass, g/mol: 505.8
HOMO energy, eV: -5.767
Charge: -1
E_LUMO, eV: 2.32

Atomic partial charges in e from the Mulliken method, atoms 1 to 6:
1. C -0.59
2. C 0.57
3. O 1.20
4. H -0.03
5. H 0.13
6. H -0.12


Molecular formula: C25H17F4HfN3O6S
Method: DFT, ωB97M-V/def2-TZVPD

Positions of all 57 atoms, in Å:
Hf: -0.049 0.711 -0.259
C: 1.486 2.350 7.057
C: 2.746 2.429 6.211
C: 3.887 1.652 6.841
C: 5.142 1.768 5.995
C: 4.862 1.285 4.599
C: 5.849 0.726 3.825
C: 5.566 0.279 2.536
F: 6.564 -0.272 1.825
C: 4.323 0.384 1.994
C: 3.302 0.955 2.766
C: 1.979 1.102 2.175
O: 1.839 0.735 0.976
C: 0.977 1.650 3.000
C: 1.300 2.026 4.278
N: 2.512 1.920 4.827
C: 3.560 1.388 4.067
C: -0.452 1.858 2.591
O: -1.284 2.099 3.434
O: -0.686 1.784 1.308
H: 1.768 2.479 8.102
H: 1.002 1.376 6.952
H: 0.759 3.125 6.816
H: 3.051 3.475 6.112
H: 3.591 0.602 6.938
H: 4.056 2.044 7.843
H: 5.966 1.200 6.425
H: 5.459 2.816 5.964
H: 6.856 0.624 4.211
H: 4.110 0.036 0.994
H: 0.504 2.432 4.886
O: -1.085 -2.801 1.667
C: -0.831 -2.007 0.801
O: -0.299 -0.817 0.991
C: -1.091 -2.340 -0.648
C: -1.715 -3.566 -0.944
C: -1.954 -3.863 -2.246
C: -1.519 -2.974 -3.254
C: -1.704 -3.266 -4.629
C: -1.233 -2.418 -5.585
C: -0.535 -1.250 -5.201
C: -0.351 -0.941 -3.887
C: -0.868 -1.783 -2.870
N: -0.704 -1.460 -1.541
H: -1.989 -4.210 -0.122
H: -2.454 -4.782 -2.529
H: -2.215 -4.182 -4.900
H: -1.377 -2.643 -6.634
H: -0.137 -0.592 -5.963
H: 0.209 -0.068 -3.609
O: 1.093 2.468 -0.922
S: 2.053 1.618 -1.734
N: 1.633 0.204 -1.667
F: -1.745 2.696 -0.863
C: -2.338 1.714 -1.613
F: -1.013 1.229 -2.250
F: -2.283 0.611 -0.558

E_tot, Eh: -2424.473104
ΔE to the lowest compared entry with this formula, charge and spin, kJ/mol: 124.6
Multiplicity: 1
Frontier orbital gap, eV: 8.37
Molar mass, g/mol: 742.0
HOMO energy, eV: -9.057
E_LUMO, eV: -0.69

Atomic partial charges in e from the natural (NBO) method, atoms 1 to 6:
1. Hf 2.41
2. C -0.63
3. C -0.02
4. C -0.40
5. C -0.42
6. C -0.01